The following is a quantum chemistry calculation of an isolated molecule of C10H10ClFIN, from the OMol25 dataset.

Calculated values
Frontier orbital gap (alpha / beta), eV: 6.989 / 6.988
LUMO level (alpha / beta), eV: -0.08 / -0.08
Multiplicity: 1
SMILES: CCn1cc(I)c2c1=C(F)C[C@H](Cl)C=2

Positions of all 24 atoms, in Å:
C (-0.065, 0.936, -2.295)
C (-1.312, -1.781, -0.223)
C (-0.303, -0.075, -1.444)
C (0.307, -0.209, -0.150)
C (-1.319, -1.101, -1.414)
C (1.362, 0.576, 0.300)
C (1.825, 1.583, -0.698)
C (0.953, 1.947, -1.877)
C (-1.004, -0.591, 2.678)
C (-0.200, -1.648, 1.875)
N (-0.300, -1.229, 0.504)
F (1.869, 0.418, 1.505)
Cl (0.017, 3.475, -1.339)
I (-2.521, -1.537, -3.032)
H (-0.458, 1.064, -3.380)
H (-2.094, -2.491, 0.166)
H (2.047, 2.572, -0.162)
H (2.674, 1.127, -1.187)
H (1.499, 2.287, -2.645)
H (-2.129, -0.736, 2.629)
H (-0.581, -0.733, 3.690)
H (-0.715, 0.341, 2.222)
H (0.870, -1.505, 2.220)
H (-0.421, -2.690, 2.059)

Atoms 1-3, force components in eV/Å:
C 0.71 0.37 -2.12
C -0.83 1.25 -1.96
C -1.09 0.09 -0.50

=====

The following is a quantum chemistry calculation of a cluster of 2 separate species, C10H10ClFN2 in total, from the OMol25 dataset.

Calculated values
Frontier orbital gap (alpha / beta), eV: 8.385 / 8.384
LUMO level (alpha / beta), eV: -0.27 / -0.27
Relative energy (zero: lowest compared OMol25 entry of this formula, charge and spin), kJ/mol: 110.3
Multiplicity: 1

Positions of all 24 atoms, in Å:
C (0.812, 0.816, 1.938)
C (-3.309, -1.028, -0.427)
C (-2.786, 0.086, -1.078)
C (-2.493, -1.785, 0.398)
C (-0.673, -0.194, 0.004)
C (-1.483, 0.488, -0.868)
C (-1.141, -1.343, 0.600)
C (1.417, 2.042, -0.052)
C (2.576, -0.770, -0.829)
C (1.376, 0.764, 0.652)
N (0.488, 0.933, 3.031)
N (2.343, -0.171, 0.409)
F (-1.052, 1.484, -1.615)
Cl (-0.137, -2.213, 1.697)
H (-4.327, -1.166, -0.323)
H (-3.415, 0.751, -1.583)
H (-2.845, -2.468, 1.156)
H (2.429, 2.538, 0.027)
H (0.665, 2.770, 0.483)
H (1.125, 1.978, -1.071)
H (2.932, -1.834, -0.718)
H (1.744, -0.807, -1.458)
H (3.148, -0.257, -1.628)
H (2.606, -0.613, 1.256)

Atoms 1-3, force components in eV/Å:
C 0.59 0.02 1.24
C 2.18 0.47 0.90
C 0.10 -0.59 0.82

=====

The following is a quantum chemistry calculation of an isolated molecule of C10H10ClN3O3S, from the OMol25 dataset.

Calculated values
Frontier orbital gap, eV: 8.806
LUMO level, eV: -0.19
Relative energy (zero: lowest compared OMol25 entry of this formula, charge and spin), kJ/mol: 20.8
Multiplicity: 1
SMILES: Cc1noc(C)c1NS(=O)(=O)c1ccc(Cl)nc1

Positions of all 28 atoms, in Å:
O (1.377, -1.280, -0.874)
O (1.492, 1.132, -1.444)
Cl (-4.150, 0.408, -4.818)
N (2.140, -0.042, 3.709)
N (-2.369, 1.442, -3.049)
O (1.498, -1.313, 3.490)
C (1.804, 0.773, 2.719)
C (0.900, 0.082, 1.820)
C (0.752, -1.190, 2.357)
C (-1.341, 1.326, -2.171)
C (-2.860, 0.342, -3.657)
C (-2.306, -0.911, -3.395)
C (-1.299, -1.078, -2.462)
C (-0.794, 0.067, -1.874)
N (0.300, 0.607, 0.654)
C (2.306, 2.138, 2.634)
C (-0.156, -2.261, 1.810)
S (0.714, 0.012, -0.895)
H (-0.854, 2.198, -1.815)
H (-2.695, -1.789, -3.909)
H (-0.939, -2.075, -2.200)
H (0.411, 1.590, 0.608)
H (3.106, 2.158, 1.899)
H (1.510, 2.820, 2.254)
H (2.623, 2.477, 3.604)
H (-0.836, -2.648, 2.570)
H (-0.780, -1.867, 1.011)
H (0.445, -3.119, 1.424)

Atoms 1-3, force components in eV/Å:
O -1.78 0.97 0.45
O -1.06 -1.15 0.35
Cl 0.35 0.47 0.43

=====

The following is a quantum chemistry calculation of an isolated molecule of C10H10ClNO, from the OMol25 dataset.

Calculated values
Frontier orbital gap, eV: 10.094
LUMO level, eV: 0.67
Relative energy (zero: lowest compared OMol25 entry of this formula, charge and spin), kJ/mol: 335.6
Multiplicity: 1
SMILES: [O-][N+]#CCC[C@@H](Cl)c1ccccc1

Positions of all 23 atoms, in Å:
C (-3.214, 1.211, -0.150)
C (-3.118, -0.058, 0.367)
C (-2.247, 1.706, -0.958)
C (-1.937, -0.775, 0.261)
C (-1.079, 1.001, -1.084)
C (-0.911, -0.210, -0.450)
C (2.619, -1.049, 0.808)
C (1.131, -0.801, 0.856)
C (3.347, 0.132, 0.423)
C (0.464, -0.802, -0.504)
N (3.813, 1.161, 0.156)
O (4.433, 2.175, -0.041)
Cl (0.627, -2.474, -1.213)
H (-4.077, 1.830, 0.050)
H (-3.913, -0.631, 0.821)
H (-2.367, 2.673, -1.482)
H (-1.750, -1.690, 0.713)
H (-0.302, 1.544, -1.527)
H (3.143, -1.342, 1.714)
H (2.708, -1.960, 0.002)
H (0.572, -1.553, 1.357)
H (1.008, 0.314, 1.174)
H (1.048, -0.403, -1.293)

Atoms 1-3, force components in eV/Å:
C -1.94 0.10 0.28
C 0.26 -1.48 0.57
C 0.41 1.31 -0.63

=====

The following is a quantum chemistry calculation of a structure of composition C10H10F4MgN4O8S4, from the OMol25 dataset.

Calculated values
Frontier orbital gap, eV: 9.856
LUMO level, eV: -1.20
Relative energy (zero: lowest compared OMol25 entry of this formula, charge and spin), kJ/mol: 430.2
Multiplicity: 1

Positions of all 41 atoms, in Å:
Mg (-0.115, 0.458, 0.505)
N (-1.699, 0.964, 1.323)
S (-2.633, 2.148, 1.244)
O (-2.455, 3.287, 2.129)
O (-3.873, 1.941, 0.530)
F (-1.755, 2.736, 0.003)
S (-2.706, 0.325, 2.538)
O (-3.692, -0.613, 2.016)
O (-2.965, 1.022, 3.759)
F (-1.550, -0.681, 3.019)
N (1.426, 1.456, 0.381)
S (3.006, 0.857, 0.117)
O (3.677, 0.365, 1.319)
O (3.833, 1.507, -0.886)
F (2.504, -0.471, -0.669)
S (1.954, 2.858, 0.540)
O (1.715, 3.589, -0.713)
O (3.014, 3.226, 1.458)
F (0.633, 3.267, 1.446)
N (-0.563, 0.408, -1.452)
C (-1.796, -0.069, -1.839)
C (-2.218, -0.153, -3.142)
C (-1.388, 0.425, -4.176)
C (-0.100, 0.862, -3.790)
C (0.195, 0.942, -2.474)
H (-2.410, -0.556, -1.097)
H (-3.078, -0.746, -3.413)
H (-1.584, 0.283, -5.228)
H (0.629, 1.282, -4.468)
H (1.194, 1.280, -2.241)
N (0.516, -1.334, 0.999)
C (1.288, -1.775, 2.066)
C (1.801, -3.049, 2.267)
C (1.579, -4.010, 1.352)
C (0.780, -3.693, 0.294)
C (0.225, -2.425, 0.199)
H (1.516, -1.091, 2.869)
H (2.485, -3.211, 3.087)
H (2.065, -4.974, 1.329)
H (0.789, -4.465, -0.462)
H (-0.243, -2.172, -0.740)

Atoms 1-3, force components in eV/Å:
Mg -0.38 -0.72 -0.65
N -3.03 -2.50 4.80
S -0.75 11.09 -6.23

=====

The following is a quantum chemistry calculation of a structure of composition C10H10F5NYb, from the OMol25 dataset.

Calculated values
Frontier orbital gap (alpha / beta), eV: 5.523 / 5.504
Net charge: -1
LUMO level (alpha / beta), eV: 2.80 / 2.80
Multiplicity: 2

Positions of all 27 atoms, in Å:
C (0.904, -1.312, -2.060)
C (-0.486, -1.142, -2.285)
C (-1.202, -1.928, -1.322)
C (-0.214, -2.578, -0.485)
C (1.083, -2.188, -0.949)
Yb (-0.394, -0.385, 0.243)
C (-1.497, 1.842, -0.909)
C (-0.033, 1.997, -1.062)
C (0.512, 2.515, -2.324)
N (0.855, 1.340, -0.236)
H (-2.285, -1.955, -1.195)
H (-0.926, -0.495, -3.054)
H (-0.427, -3.212, 0.389)
H (2.048, -2.509, -0.545)
H (1.703, -0.834, -2.639)
H (-1.997, 1.196, -1.648)
H (1.859, 1.546, -0.190)
H (-2.091, 2.363, -0.157)
H (-0.178, 2.975, -3.074)
H (1.599, 2.428, -2.585)
F (-0.524, -1.157, 2.415)
C (0.222, -0.012, 2.815)
F (-0.603, 1.072, 2.415)
C (0.436, 0.069, 4.276)
F (-0.685, 0.101, 5.031)
F (1.198, -0.991, 4.678)
F (1.123, 1.253, 4.455)

Atoms 1-3, force components in eV/Å:
C -0.37 -0.19 0.35
C -0.06 -0.36 0.27
C 0.82 -0.94 -0.60

=====

The following is a quantum chemistry calculation of a cluster of 2 separate species, C10H10INO4 in total, from the OMol25 dataset.

Calculated values
Frontier orbital gap, eV: 9.351
LUMO level, eV: 0.18
Multiplicity: 1
SMILES: O=C(I)C[C@@H]1COC(=O)O1.c1ccncc1

Positions of all 26 atoms, in Å:
O (2.600, -2.587, -2.445)
C (1.915, -1.860, -1.659)
I (2.219, 0.302, -1.698)
C (0.910, -2.627, -0.679)
C (-0.603, -2.082, -0.687)
C (-1.422, -3.354, -1.258)
O (-2.730, -2.729, -1.352)
C (-2.465, -1.349, -1.721)
O (-3.365, -0.509, -1.934)
O (-1.021, -1.140, -1.735)
H (0.902, -3.752, -0.878)
H (1.335, -2.497, 0.389)
H (-0.980, -1.570, 0.261)
H (-1.300, -4.351, -0.718)
H (-1.069, -3.420, -2.351)
N (1.392, 2.037, 0.843)
C (0.057, 1.896, 0.883)
C (-0.788, 2.740, 1.585)
C (-0.224, 3.791, 2.294)
C (1.153, 3.960, 2.272)
C (1.911, 3.064, 1.536)
H (-0.336, 1.058, 0.315)
H (-1.859, 2.580, 1.579)
H (-0.852, 4.473, 2.857)
H (1.627, 4.769, 2.814)
H (2.992, 3.156, 1.485)

Atoms 1-3, force components in eV/Å:
O -2.91 3.44 3.42
C 2.21 -4.21 -2.98
I -0.39 -1.44 0.14

=====

The following is a quantum chemistry calculation of an isolated molecule of C10H10N2O, from the OMol25 dataset.

Calculated values
Frontier orbital gap, eV: 8.435
LUMO level, eV: 0.72
Relative energy (zero: lowest compared OMol25 entry of this formula, charge and spin), kJ/mol: 82.0
Multiplicity: 1
SMILES: COc1ccc2nc(N)ccc2c1

Positions of all 23 atoms, in Å:
C (-1.111, 3.736, 1.703)
C (-0.747, 1.710, 0.493)
C (0.301, 1.370, 1.384)
C (0.949, 0.189, 1.217)
C (0.558, -0.666, 0.150)
C (1.060, -2.650, -0.947)
C (0.069, -2.356, -2.025)
C (-0.665, -1.199, -1.858)
C (-0.422, -0.326, -0.717)
C (-1.121, 0.912, -0.563)
H (-1.808, 4.606, 1.612)
H (-1.233, 3.254, 2.686)
H (-0.081, 3.870, 1.680)
H (0.539, 2.035, 2.173)
H (1.753, -0.145, 1.889)
H (2.367, -4.190, -0.256)
H (1.833, -4.249, -1.877)
H (-0.010, -3.052, -2.865)
H (-1.501, -0.923, -2.585)
H (-2.091, 1.034, -1.042)
N (1.260, -1.825, 0.009)
N (1.578, -3.948, -0.941)
O (-1.477, 2.813, 0.681)

Atoms 1-3, force components in eV/Å:
C -2.24 -1.12 0.51
C -0.01 -0.27 -0.11
C -0.30 -0.34 -0.84

=====

The following is a quantum chemistry calculation of a structure of composition C10H10N3, from the OMol25 dataset.

Calculated values
Frontier orbital gap, eV: 8.774
Net charge: +1
LUMO level, eV: -4.30
Relative energy (zero: lowest compared OMol25 entry of this formula, charge and spin), kJ/mol: 293.4
Multiplicity: 1

Positions of all 23 atoms, in Å:
C (-2.632, 1.605, 0.147)
C (1.694, 2.188, -0.384)
C (0.533, 2.882, -0.352)
C (0.518, 0.118, -0.089)
C (1.736, 0.787, -0.255)
C (-0.633, 2.293, -0.104)
C (-3.951, 0.492, 0.317)
C (-2.904, -0.383, 0.369)
C (3.044, 0.064, -0.358)
C (-2.766, -1.870, 0.419)
N (-0.599, 0.866, -0.051)
N (-1.813, 0.561, 0.198)
N (-1.859, 2.731, 0.069)
H (2.567, 2.774, -0.581)
H (0.630, 3.924, -0.559)
H (0.319, -1.025, -0.179)
H (-4.939, 0.507, 0.408)
H (3.734, 0.863, -0.420)
H (3.194, -0.485, 0.612)
H (3.280, -0.690, -1.117)
H (-1.919, -2.182, 1.202)
H (-2.390, -2.238, -0.467)
H (-3.641, -2.391, 0.775)

Atoms 1-3, force components in eV/Å:
C 0.71 2.29 0.66
C 0.14 -0.99 -0.08
C 2.06 2.03 -0.36

=====

The following is a quantum chemistry calculation of the ion C10H10NS with charge +1, from the OMol25 dataset.

Calculated values
Frontier orbital gap (alpha / beta), eV: 7.248 / 7.249
Net charge: +1
LUMO level (alpha / beta), eV: -5.41 / -5.40
Multiplicity: 1

Positions of all 22 atoms, in Å:
C (2.174, 2.111, 0.368)
C (3.413, 1.484, 0.188)
C (1.034, 1.373, 0.294)
C (3.426, 0.142, -0.103)
C (0.533, -2.425, -0.158)
C (1.127, -0.008, 0.113)
C (2.314, -0.681, -0.146)
C (-1.870, 0.215, -1.172)
C (-1.385, -0.433, -0.180)
C (-2.118, -1.156, 0.929)
N (0.007, -0.772, 0.055)
S (2.142, -2.379, -0.404)
H (2.139, 3.118, 0.373)
H (4.340, 2.033, 0.008)
H (0.048, 1.774, 0.245)
H (4.248, -0.391, -0.555)
H (-0.231, -3.159, -0.139)
H (-1.288, 0.411, -2.014)
H (-2.976, 0.213, -1.347)
H (-1.492, -1.129, 1.748)
H (-3.024, -0.674, 1.168)
H (-2.381, -2.140, 0.631)

Atoms 1-3, force components in eV/Å:
C 0.27 -2.62 -0.41
C 0.44 -0.79 -0.92
C 0.20 -0.14 -0.07

=====

The following is a quantum chemistry calculation of an isolated molecule of C10H10OS, from the OMol25 dataset.

Calculated values
Frontier orbital gap (alpha / beta), eV: 7.113 / 6.660
LUMO level (alpha / beta), eV: -0.60 / -1.49
Relative energy (zero: lowest compared OMol25 entry of this formula, charge and spin), kJ/mol: 665.9
Multiplicity: 1

Positions of all 22 atoms, in Å:
C (4.213, 0.625, -0.320)
C (4.090, -0.357, 0.648)
C (3.060, 1.412, -0.586)
C (2.892, -0.620, 1.398)
C (0.623, 1.825, -0.432)
C (1.776, 1.230, 0.062)
C (1.864, 0.144, 0.933)
C (-1.311, -0.030, 0.418)
C (-3.906, 0.039, -0.032)
C (-2.717, -0.613, 0.640)
O (-1.732, 2.763, -0.392)
S (-0.962, 1.660, 0.246)
H (5.157, 0.834, -0.737)
H (4.992, -0.714, 1.059)
H (2.997, 2.002, -1.457)
H (2.752, -1.260, 2.149)
H (0.744, 2.662, -1.050)
H (-4.037, -0.079, -1.075)
H (-4.118, 1.194, 0.146)
H (-4.821, -0.378, 0.449)
H (-2.598, -1.680, 0.410)
H (-2.696, -0.606, 1.726)

Atoms 1-3, force components in eV/Å:
C -3.12 0.58 0.99
C -0.23 0.31 1.62
C -0.28 -1.04 0.11

=====

The following is a quantum chemistry calculation of an isolated molecule of C10H10OSe, from the OMol25 dataset.

Calculated values
Frontier orbital gap, eV: 6.314
LUMO level, eV: -0.82
Relative energy (zero: lowest compared OMol25 entry of this formula, charge and spin), kJ/mol: 114.6
Multiplicity: 1

Positions of all 22 atoms, in Å:
C (2.625, 0.984, -0.683)
C (2.208, 1.739, 0.403)
C (1.754, 0.453, -1.592)
C (0.878, 1.953, 0.590)
C (0.420, 0.857, -1.528)
C (-0.034, 1.484, -0.383)
C (-1.270, -1.751, 0.341)
C (-1.984, -1.816, -0.816)
C (-1.396, -0.517, 1.329)
C (-2.414, 0.395, 0.740)
O (-2.690, -0.902, -1.259)
Se (-1.917, 1.973, -0.069)
H (3.696, 0.752, -0.735)
H (2.748, 2.177, 1.269)
H (2.098, -0.052, -2.415)
H (0.515, 2.538, 1.444)
H (-0.239, 0.762, -2.498)
H (-0.663, -2.542, 0.696)
H (-2.090, -2.857, -1.270)
H (-1.561, -0.830, 2.429)
H (-0.396, 0.008, 1.298)
H (-3.320, 0.517, 1.296)

Atoms 1-3, force components in eV/Å:
C 2.07 -0.55 1.07
C -0.13 0.59 1.54
C -1.16 2.13 1.10

=====

no.,energy (Ha),maximum force (hartree/bohr)
1,-1299.4744,0.1007
2,-1056.4816,0.0692
3,-1635.3512,0.0662
4,-977.1164,0.0670
5,-3400.2249,0.2477
6,-2099.7506,0.1145
7,-1040.3792,0.1158
8,-571.7944,0.0601
9,-550.9024,0.1655
10,-839.6268,0.1371
11,-860.1494,0.1233
12,-2863.5522,0.0623